50
Properties=species:S:1:pos:R:3:forces:R:3 method="wB97M-V/def2-TZVPD" gap_ev=8.5 homo_ev=-7.90 total_energy_ha=-1299.10442 relative_energy_ev=3.675 smiles="COc1ccc(OCc2cc(C(=O)NC3CCOCC3)no2)c2ccccc12"
O -2.7467 -2.4503 -3.0887 0.091 0.361 0.160
O -0.6144 1.0790 6.6973 -0.002 0.127 0.127
O 0.3480 -1.4675 1.8021 0.004 -0.216 -0.233
O 2.6985 1.4842 -0.6689 0.213 0.143 -0.568
O 1.6962 0.8320 -3.6641 -0.482 0.004 -0.244
N 2.1709 1.3190 0.5576 -0.445 -0.117 0.977
N 0.8141 0.5297 2.7758 0.019 0.138 0.116
C 1.7174 -0.4937 -0.6782 0.567 0.535 -0.089
C -0.4808 0.3937 -2.6926 -0.128 -0.088 -0.147
C 2.4325 0.4051 -1.4218 -0.438 -0.984 0.329
C -1.5895 -0.4738 -2.5390 0.142 0.041 -0.096
C 0.8517 -0.3628 1.7672 -0.023 0.334 0.413
C 1.1593 0.3421 5.2006 -0.405 -0.168 0.112
C -0.6030 -2.0119 -4.1293 -0.536 -0.305 0.186
C -2.5425 1.0444 -0.9232 -0.178 -0.211 -0.020
C 0.4113 0.1313 6.5191 0.367 -0.041 -0.068
C -1.6385 -1.6887 -3.2859 0.222 -0.095 -0.182
C 0.5097 -1.1682 -4.2477 0.312 0.659 0.192
C -2.6127 -0.1191 -1.6386 -0.146 0.051 0.135
C 0.1630 0.2744 4.0394 -0.027 0.072 0.155
C -0.4561 1.6038 -1.9695 -0.002 0.175 0.071
C -0.9632 1.2801 4.2957 0.012 -0.351 0.287
C 2.7962 0.4196 -2.8711 0.230 0.039 0.301
C 0.5807 0.0088 -3.5540 0.106 -0.335 -0.236
C -1.5764 1.0092 5.6718 -0.149 0.187 -0.284
C -2.8593 -3.6681 -3.7831 -0.025 -0.209 -0.116
C -1.4597 1.9174 -1.0966 0.223 0.092 -0.101
C 1.5767 0.1476 0.5759 0.464 0.188 -0.978
H 0.3736 2.2779 -2.1235 0.054 0.035 0.035
H -2.3280 1.7618 5.9179 -0.016 -0.125 -0.059
H -0.6147 -2.9221 -4.7072 -0.071 -0.094 -0.018
H -3.4482 -0.7915 -1.5250 -0.075 -0.025 0.046
H -0.2525 -0.7372 3.9641 0.042 0.148 0.053
H 1.9305 -0.4196 5.0860 0.058 -0.010 -0.027
H -2.0517 0.0156 5.6710 -0.012 0.065 0.020
H -2.0483 -4.3556 -3.5228 -0.013 0.042 -0.016
H -1.7294 1.1975 3.5247 -0.021 0.022 -0.063
H 1.0825 0.2558 7.3712 -0.038 -0.115 -0.068
H -3.8094 -4.0984 -3.4702 0.079 -0.008 -0.054
H -1.4237 2.8413 -0.5381 0.030 0.082 0.021
H -3.3266 1.3021 -0.2266 -0.083 -0.015 0.041
H 1.3362 -1.4519 -0.9574 -0.096 -0.228 -0.132
H 3.5824 1.1549 -3.0545 -0.003 -0.161 0.026
H 1.2751 1.4165 2.6348 0.006 -0.013 -0.049
H -0.5535 2.2923 4.2787 -0.011 0.074 -0.029
H -2.8719 -3.5131 -4.8668 0.020 0.003 0.044
H 3.1376 -0.5809 -3.1707 -0.038 0.192 0.046
H 1.6345 1.3254 5.2110 0.069 0.036 0.006
H 1.3212 -1.4542 -4.9005 0.099 0.024 -0.062
H -0.0105 -0.8860 6.5416 0.034 0.045 0.040


24
Properties=species:S:1:pos:R:3:forces:R:3 method="wB97M-V/def2-TZVPD" gap_ev=9.9 homo_ev=-9.03 total_energy_ha=-817.11750 relative_energy_ev=0.262 smiles="C/C([SiH3])=C(/C)[SiH](C)C"
Si -3.1648 0.4727 -0.0369 1.534 -1.535 0.943
Si 1.4409 -0.4456 -0.1908 1.177 -0.218 1.569
C 2.7953 0.5084 -1.2139 -3.353 -0.100 -1.401
C -1.3866 -0.0813 0.4168 -0.372 0.234 -0.397
C -0.6701 0.2871 -1.9281 -1.991 1.356 -0.728
C -0.4213 -0.0277 -0.5115 1.204 -0.524 0.770
C -1.2024 -0.6929 1.7847 -0.192 -0.847 -0.433
C 2.0826 -0.0045 1.5856 -1.879 -2.531 0.974
H 0.1894 0.7408 -2.3828 0.196 0.410 -0.495
H -2.0095 -1.4635 1.9075 -0.052 1.418 0.694
H 2.2837 1.0166 1.8186 0.171 0.825 -0.197
H -0.9484 -0.5755 -2.5150 0.264 -0.692 -0.115
H -1.5963 0.9288 -2.0767 1.361 -0.236 0.117
H -0.3995 -1.4198 1.7618 0.827 0.345 0.079
H 3.2177 -0.1988 -1.9019 0.618 -0.222 -0.333
H 1.2699 -0.3575 2.3506 1.763 0.609 -1.159
H 1.5914 -1.9970 -0.3260 -0.050 1.158 -0.053
H -1.0206 0.0849 2.5594 -0.626 -0.924 -0.117
H -3.3810 0.0421 -1.3731 -0.622 -0.196 -1.074
H 3.5259 1.0550 -0.6498 0.116 0.181 0.282
H -3.3395 1.8600 0.1424 -0.279 1.443 0.072
H -3.9882 -0.2886 0.8881 -0.554 -0.099 0.238
H 3.0000 -0.6211 1.7657 -0.672 0.542 -0.107
H 2.1315 1.1775 -1.8747 1.411 -0.399 0.873


41
Properties=species:S:1:pos:R:3:forces:R:3 method="wB97M-V/def2-TZVPD" gap_ev=8.9 homo_ev=-8.69 total_energy_ha=-1109.97972 relative_energy_ev=2.150 smiles="COC1=CC(=O)O[C@](/C=C/c2ccccc2)(OC)[C@H]1OC(C)=O"
O -0.8576 -1.5676 -1.2668 -0.534 0.108 0.610
O -2.0573 0.9721 -0.3539 1.183 0.147 0.839
O -0.3226 2.1136 -1.5275 -0.965 0.189 0.015
O -4.2274 1.1400 -0.9869 1.462 0.272 1.072
O -1.4308 -0.4291 -4.2795 1.021 -0.542 1.150
O 1.3403 -2.0824 -0.9600 -1.826 0.579 -0.145
C 1.1237 0.4855 2.6594 0.899 0.255 -1.570
C -0.2726 -1.2377 -4.5788 0.590 0.605 -0.164
C 0.1472 -2.2534 -0.7233 3.032 -1.096 0.379
C 0.3591 0.7711 0.2393 -1.262 -0.645 3.492
C 2.4834 0.1919 2.3730 0.000 -0.392 1.142
C -0.5823 -0.3191 -1.8614 -0.398 1.516 -0.949
C 0.1118 0.7753 1.6141 1.396 -0.328 -3.329
C -0.2481 -3.3552 0.2265 -0.951 0.235 0.075
C 1.6213 0.3056 4.9958 0.095 -0.144 -0.673
C -0.9542 3.3502 -1.0165 0.024 -0.725 -1.285
C -1.6041 -0.1073 -2.9668 -2.093 1.278 0.587
C 0.7136 0.5342 3.9593 0.536 -0.033 1.457
C -3.0574 0.9119 -1.2496 -2.269 -0.330 -0.956
C -0.6997 0.8978 -0.8430 0.414 0.517 -0.298
C -2.7846 0.4906 -2.5994 2.817 -1.145 -1.616
C 3.3965 -0.1274 3.4129 -0.919 0.603 -1.055
C 2.9493 -0.0410 4.7263 -0.373 0.081 0.412
H -1.0412 -3.9665 -0.2126 0.009 0.059 -0.010
H 1.2353 0.4082 5.9896 0.190 -0.090 0.524
H -0.3121 -2.2309 -4.1355 -0.219 0.017 0.167
H 2.8070 0.1880 1.3465 0.167 -0.107 -0.145
H -0.3919 4.2186 -1.4001 0.054 -0.713 0.132
H 0.4022 -0.2902 -2.2809 0.737 -0.061 0.040
H -0.9825 3.3686 0.0571 0.074 -0.072 0.517
H -0.8758 0.9704 1.9750 -0.588 -0.053 0.026
H -1.9774 3.4283 -1.4229 0.341 -0.108 0.267
H -0.7053 -2.8833 1.1287 0.562 -0.438 -0.451
H -0.3011 0.7915 4.2134 -0.245 0.015 -0.055
H 1.3846 0.6171 -0.1170 -0.619 0.048 -0.111
H -0.2530 -1.3296 -5.6566 -0.145 -0.073 -0.153
H 0.6903 -0.7517 -4.2932 -0.791 -0.187 -0.037
H 4.4407 -0.3819 3.1950 -0.534 0.122 0.008
H -3.5244 0.6488 -3.3624 -0.345 0.069 0.119
H 3.6369 -0.2273 5.5491 -0.146 0.005 -0.142
H 0.6204 -3.9979 0.4333 -0.381 0.561 0.111


60
Properties=species:S:1:pos:R:3:forces:R:3 method="wB97M-V/def2-TZVPD" gap_ev="6.8 / 6.5" homo_ev="-7.34 / -7.31" total_energy_ha=-6911.71403 relative_energy_ev=0.113 multiplicity=4
Br -1.1541 4.3056 0.4448 -0.227 0.130 -0.041
Cr -0.2375 0.8124 -0.0559 0.299 -0.683 -0.167
Cl 1.7436 3.9527 6.3095 0.002 0.008 0.064
Cl -2.1505 0.7229 4.4574 -0.009 -0.004 0.025
Cl 0.5528 -5.8294 1.4653 0.025 -0.046 0.026
Cl -3.1991 -2.9705 -1.1384 -0.033 -0.034 -0.039
O -0.9106 1.2072 1.8827 -0.095 0.048 -0.309
O -1.4387 -0.6426 -0.4051 -0.498 -0.210 -0.062
O 1.0815 2.2102 0.2900 0.793 0.545 0.077
N 0.7897 -0.7083 0.9042 0.375 -0.139 0.322
N -1.5658 2.0516 -1.1574 -0.332 0.362 -0.173
C 3.1995 -2.5859 -1.3700 0.014 0.002 -0.009
C -2.1617 1.4136 -2.1798 -0.040 -0.117 -0.021
C 0.8887 0.3704 -1.8557 -0.355 0.149 0.329
C 2.4248 -3.6370 -1.8436 0.025 -0.032 -0.005
C 2.7189 -1.2871 -1.4129 -0.051 0.015 -0.104
C 0.6947 -2.0659 -2.4182 0.048 0.035 -0.022
C -3.1148 3.4016 -3.0390 0.066 -0.062 0.121
C -0.2949 1.8019 2.8120 0.033 0.063 -0.045
C -0.1412 2.3393 5.2042 -0.070 -0.088 -0.112
C -1.8064 3.3573 -1.0514 0.096 0.029 0.037
C -1.7325 -3.0067 -0.2225 0.056 0.258 0.036
C -0.0503 -4.2908 0.9332 -0.147 -0.051 -0.085
C -2.9387 2.0287 -3.1454 -0.053 0.079 -0.047
C 1.4851 3.2842 3.7116 0.040 0.063 0.080
C 1.4324 2.7896 1.3348 -0.034 -0.205 0.165
C -2.5516 4.0742 -1.9697 -0.056 0.023 -0.021
C 1.1719 -3.3669 -2.3758 0.011 -0.001 -0.026
C 0.6797 -3.1169 1.2236 -0.004 0.213 -0.001
C 2.4764 -1.8308 2.1545 0.058 -0.094 0.048
C 0.1602 -1.9012 0.7384 -0.191 -0.135 -0.015
C 1.8787 -3.0466 1.9612 0.012 0.064 -0.032
C -1.0645 -1.8183 0.0073 0.131 -0.086 0.108
C -0.7600 1.7031 4.1688 -0.018 0.010 0.112
C 0.9916 3.1443 4.9697 0.117 0.068 -0.115
C -1.2226 -4.2313 0.2309 0.130 -0.074 0.085
C 1.4474 -0.9950 -1.9223 0.044 -0.107 0.013
C 1.9112 -0.6800 1.5911 -0.116 0.027 -0.097
C 0.8728 2.6170 2.6239 -0.114 -0.128 -0.022
C -3.5371 1.2148 -4.2581 0.073 -0.001 0.045
H -2.6871 5.1355 -1.8276 -0.017 -0.002 -0.011
H -0.2934 -1.8686 -2.8219 0.001 -0.011 0.002
H 1.6697 1.1315 -1.8795 0.004 0.020 -0.002
H 2.4051 0.2766 1.6904 -0.019 0.053 0.013
H 3.3288 -0.4707 -1.0392 0.019 -0.015 -0.002
H 4.1856 -2.7820 -0.9654 0.002 0.006 0.003
H 2.2678 3.4967 1.2519 -0.004 0.017 -0.016
H -3.7031 3.9419 -3.7702 0.002 -0.003 -0.013
H 2.3542 3.9050 3.5301 0.002 -0.005 0.010
H 3.3947 -1.7430 2.7179 0.002 -0.009 -0.006
H -1.7658 -5.1405 0.0138 -0.010 0.001 -0.002
H -4.1321 1.8403 -4.9207 -0.018 -0.016 -0.012
H 0.1959 0.5399 -2.6812 0.022 0.039 -0.063
H 0.5601 -4.1770 -2.7545 -0.011 0.007 -0.005
H -0.5204 2.2227 6.2101 -0.010 0.017 0.002
H -2.0186 0.3424 -2.1982 0.086 -0.006 -0.003
H 2.3136 -3.9523 2.3611 -0.003 0.000 0.008
H 2.7979 -4.6524 -1.8044 -0.009 -0.006 0.000
H -2.7499 0.7417 -4.8466 -0.029 -0.003 -0.029
H -4.1723 0.4210 -3.8640 -0.011 0.015 0.003